No. 1
Density functional theory data (the ωB97M-V functional and the def2-TZVPD basis) for a structure of composition C30H40BCl5F6N6NiSb in a non-equilibrium geometry.

Results
- Spin multiplicity: 2
- ⟨S²⟩: 0.92
- HOMO (alpha / beta): -8.90 / -8.90 eV
- HOMO-LUMO gap (alpha / beta): 0.199 / 0.197 Eh

Structure (XYZ):
```
90
Properties=species:S:1:pos:R:3:forces:R:3
Ni -0.222 0.477 -0.043 0.4 -0.5 -0.2
C 1.141 -3.076 3.656 0.1 0.0 -0.2
C 0.757 -1.706 3.230 -0.1 0.3 0.2
C 0.402 -0.650 4.038 0.0 -0.1 -0.3
C 0.131 0.427 3.186 0.1 -0.4 0.2
N 0.311 0.022 1.925 -0.4 0.7 -0.2
N 0.693 -1.275 1.956 0.2 -0.5 0.4
B 1.092 -2.097 0.724 -0.3 0.5 -0.5
N -0.141 -2.446 -0.110 0.4 -1.6 0.0
N -1.081 -1.539 -0.378 -0.1 0.5 0.1
C -2.069 -2.170 -1.052 0.4 -0.5 -0.1
C -1.700 -3.515 -1.217 0.1 0.6 0.2
C -0.465 -3.652 -0.633 -0.3 0.6 0.3
C 0.384 -4.865 -0.613 0.2 0.0 0.0
C -3.437 -1.674 -1.426 -0.4 0.1 0.1
C -4.320 -1.847 -0.170 0.1 0.0 -0.2
C -3.474 -0.230 -1.931 0.1 -0.1 -0.1
C -4.024 -2.569 -2.529 0.2 0.1 0.1
N 2.009 -1.252 -0.151 0.7 -1.0 -0.3
N 1.838 0.066 -0.307 0.0 1.1 -0.2
C 2.938 0.540 -0.922 0.2 -0.6 0.0
C 3.788 -0.531 -1.215 -0.4 0.1 0.4
C 3.162 -1.657 -0.728 -0.1 0.6 0.1
C 3.606 -3.064 -0.858 -0.1 -0.1 0.1
C 3.238 1.981 -1.169 -0.2 0.3 0.0
C 4.695 2.173 -1.599 -0.3 -0.1 0.1
C 2.326 2.458 -2.299 0.2 -0.1 0.1
C 2.993 2.731 0.146 0.1 -0.3 -0.1
C -0.278 1.765 3.741 -0.2 0.3 0.0
C -0.379 2.886 2.710 0.0 -0.2 0.1
C -1.646 1.588 4.419 0.2 0.1 0.0
C 0.776 2.188 4.777 -0.1 0.0 -0.1
H 1.037 -3.154 4.735 0.0 0.0 0.0
H 2.174 -3.297 3.390 0.0 -0.1 0.0
H 0.499 -3.817 3.187 0.0 -0.2 0.0
H 0.339 -0.661 5.106 0.0 0.0 0.2
H 1.646 -3.076 1.074 0.1 -0.3 0.1
H -2.239 -4.282 -1.729 -0.2 -0.1 -0.1
H -0.240 -5.741 -0.775 0.0 0.0 0.0
H 0.924 -4.970 0.323 0.1 -0.1 0.0
H 1.103 -4.811 -1.429 0.1 -0.1 0.0
H -4.023 -1.167 0.621 -0.1 0.0 0.1
H -4.245 -2.867 0.202 0.0 -0.1 0.0
H -5.359 -1.654 -0.428 -0.1 0.1 0.0
H -2.607 0.330 -1.604 0.0 0.1 -0.1
H -4.375 0.269 -1.589 -0.1 0.0 0.0
H -3.471 -0.217 -3.015 0.1 0.1 -0.1
H -4.228 -3.574 -2.169 0.0 -0.1 0.0
H -3.338 -2.621 -3.369 0.1 0.0 -0.2
H -4.959 -2.142 -2.881 -0.1 0.1 0.0
H 4.724 -0.495 -1.728 0.3 0.0 -0.1
H 4.649 -3.089 -1.162 0.0 0.0 0.0
H 3.015 -3.557 -1.630 0.0 -0.1 0.0
H 3.485 -3.617 0.068 0.0 -0.1 0.1
H 4.885 1.676 -2.545 0.1 -0.1 -0.2
H 5.382 1.786 -0.851 0.1 -0.1 0.1
H 4.892 3.232 -1.729 0.0 0.2 0.0
H 2.549 1.895 -3.200 0.0 0.0 -0.1
H 2.485 3.510 -2.501 0.0 0.2 -0.1
H 1.287 2.288 -2.036 -0.1 0.0 -0.2
H 3.661 2.344 0.916 0.0 0.0 0.1
H 1.965 2.564 0.467 0.1 0.2 0.1
H 3.179 3.795 0.026 0.0 0.1 0.0
H -1.353 2.893 2.236 -0.1 0.0 -0.1
H 0.389 2.781 1.951 0.1 0.1 -0.1
H -0.253 3.847 3.202 0.0 0.1 0.0
H -2.365 1.201 3.703 -0.2 0.0 0.0
H -2.006 2.546 4.786 -0.1 0.1 0.1
H -1.589 0.896 5.254 0.0 -0.1 0.1
H 1.743 2.295 4.292 0.2 0.0 0.0
H 0.873 1.474 5.589 0.0 -0.1 0.0
H 0.500 3.147 5.208 0.0 0.1 0.0
F -0.232 0.353 -2.109 0.0 0.0 -0.7
Sb 0.207 -0.410 -3.953 0.2 -0.4 0.3
F 2.086 -0.413 -3.611 -0.8 0.3 0.0
F 0.175 -2.141 -3.127 -0.1 0.9 -0.3
F 0.552 -1.130 -5.657 0.0 0.2 0.2
F -1.649 -0.516 -4.326 0.5 0.1 0.3
F 0.222 1.422 -4.475 0.1 -0.8 0.2
Cl -2.372 0.675 1.000 -0.4 -0.2 0.3
C -2.192 2.062 0.009 0.1 0.9 -0.2
C -0.886 2.462 -0.262 -1.1 -0.3 -0.2
C -0.782 3.726 -0.856 0.5 -0.2 0.0
Cl 0.665 4.631 -0.856 0.3 0.1 0.1
C -1.899 4.388 -1.388 -0.2 -0.2 0.1
Cl -1.707 5.854 -2.254 0.0 0.0 0.0
C -3.183 3.891 -1.177 0.1 -0.1 0.1
Cl -4.554 4.703 -1.802 0.0 0.0 0.0
C -3.333 2.757 -0.384 0.0 0.1 -0.2
Cl -4.893 2.242 0.105 0.0 0.0 0.1
```
Positions in Å, forces in eV/Å.

***

No. 2
Density functional theory data (the ωB97M-V functional and the def2-TZVPD basis) for a structure of composition C30H40BCl5N12O3SW.

Results
- Total charge: +3
- Spin multiplicity: 2
- ⟨S²⟩: 0.77
- HOMO (alpha / beta): -16.20 / -16.20 eV
- HOMO-LUMO gap (alpha / beta): 0.204 / 0.223 Eh

Structure (XYZ):
```
93
Properties=species:S:1:pos:R:3:forces:R:3
W -0.803 0.149 0.219 0.2 0.1 0.1
C 1.397 -2.900 -1.757 0.0 0.2 0.0
C 1.059 -1.575 -1.627 0.0 -0.1 -0.1
N 0.246 -1.413 -0.553 -0.3 -0.1 -0.1
N 0.046 -2.650 -0.006 0.1 -0.2 0.0
C 0.736 -3.544 -0.708 -0.1 0.0 0.1
B -0.830 -2.914 1.292 -0.1 0.0 -0.1
N -0.237 -2.002 2.384 -0.1 0.0 0.1
C 0.163 -2.200 3.639 0.1 0.0 -0.1
C 0.564 -0.978 4.180 0.0 0.0 0.0
C 0.360 -0.063 3.175 0.0 0.0 0.0
N -0.145 -0.673 2.076 0.2 0.1 0.2
N -2.259 -2.361 0.996 0.1 -0.1 0.0
C -3.452 -2.906 1.193 0.0 0.0 0.0
C -4.440 -2.014 0.766 0.0 0.0 0.0
C -3.749 -0.923 0.313 0.0 0.0 0.0
N -2.408 -1.116 0.463 -0.3 -0.2 0.0
N -0.860 -4.366 1.586 -0.1 0.0 0.0
C -1.449 -5.361 0.850 -0.1 0.0 -0.1
C -1.105 -6.555 1.412 0.0 0.0 0.0
C -0.280 -6.203 2.505 0.0 -0.1 0.0
N -0.126 -4.902 2.599 0.1 0.1 0.1
H 2.022 -3.355 -2.506 0.0 0.0 0.0
H 1.289 -0.725 -2.245 0.1 0.1 0.0
H 0.722 -4.587 -0.429 0.0 0.0 0.0
H 0.170 -3.201 4.040 0.0 0.0 0.0
H 0.970 -0.808 5.163 0.0 0.0 0.0
H 0.571 0.993 3.162 -0.1 0.0 0.0
H -3.544 -3.897 1.610 0.0 0.0 0.0
H -5.505 -2.166 0.786 0.0 0.0 0.0
H -4.120 -0.007 -0.119 0.0 0.0 0.0
H -2.059 -5.141 -0.015 0.0 0.0 0.0
H -1.406 -7.540 1.099 0.0 0.0 0.0
H 0.200 -6.853 3.219 0.0 0.0 0.0
C -3.727 -0.196 5.645 0.0 0.0 0.0
O -3.032 0.824 4.877 0.0 0.0 0.0
C -2.706 0.505 3.645 0.0 0.1 0.0
O -2.898 -0.535 3.072 0.0 -0.1 0.1
N -2.038 1.590 3.071 0.1 -0.1 0.1
N -1.893 1.646 1.660 -0.2 -0.2 0.0
H -4.041 0.301 6.555 0.0 0.0 0.0
H -3.042 -1.010 5.867 0.0 0.0 0.0
H -4.584 -0.560 5.084 0.0 0.0 0.0
H -2.273 2.486 3.481 0.0 0.0 0.0
H -1.360 2.491 1.491 0.1 0.1 -0.1
H -2.795 1.846 1.224 -0.1 0.0 0.0
O 0.304 2.757 -2.651 -0.1 0.2 0.3
S 0.981 1.686 -3.464 0.4 -0.4 -0.3
C 0.465 1.766 -5.199 -0.1 0.2 0.0
C 1.748 1.562 -5.999 -0.1 -0.1 0.0
C 2.774 2.483 -5.354 0.0 0.2 0.1
C 2.688 2.235 -3.847 -0.1 0.1 0.0
H 0.060 2.772 -5.340 0.0 0.0 0.0
H -0.317 1.030 -5.377 0.0 0.0 0.0
H 1.581 1.791 -7.050 0.0 0.0 0.0
H 2.074 0.519 -5.944 0.0 0.0 0.0
H 2.515 3.520 -5.569 0.0 0.0 0.0
H 3.783 2.312 -5.723 0.0 0.0 0.0
H 2.854 3.125 -3.240 0.0 0.0 0.0
H 3.364 1.445 -3.517 0.0 0.0 0.0
C 3.878 -0.192 -0.209 0.0 0.0 0.0
C 3.029 0.124 1.015 0.1 0.1 0.1
N 2.742 1.574 1.098 -0.1 0.1 -0.2
C 3.685 2.397 1.910 0.0 -0.1 0.0
C 5.035 2.659 1.264 0.0 0.0 0.0
C 1.781 2.147 0.428 0.0 0.0 0.2
C 1.779 3.630 0.215 0.0 0.0 0.0
N 0.701 1.454 -0.065 -0.2 -0.2 0.0
H 4.052 -1.267 -0.261 0.0 0.0 0.0
H 4.845 0.301 -0.171 0.0 0.0 0.0
H 3.375 0.122 -1.123 -0.1 0.0 0.0
H 3.550 -0.146 1.932 0.0 0.0 0.0
H 2.093 -0.420 0.998 -0.1 -0.1 0.0
H 3.806 1.850 2.845 0.0 0.0 0.0
H 3.175 3.325 2.150 0.1 0.0 0.0
H 5.625 1.751 1.167 0.0 0.0 0.0
H 5.597 3.338 1.904 0.0 0.0 0.0
H 4.937 3.126 0.283 0.0 0.0 0.0
H 1.320 4.137 1.069 0.0 0.0 0.0
H 1.207 3.869 -0.680 0.0 0.0 0.0
H 2.790 4.016 0.107 0.0 0.0 0.0
H 0.270 2.017 -0.826 0.4 0.3 -0.2
Cl -2.227 -1.665 -2.455 0.3 0.0 0.3
C -2.443 0.047 -2.459 0.0 0.0 0.0
C -1.962 0.906 -1.412 -0.2 0.0 -0.2
C -2.289 2.276 -1.625 -0.1 0.0 0.0
Cl -1.792 3.523 -0.521 0.1 0.0 0.0
C -3.000 2.764 -2.710 0.0 0.0 0.0
Cl -3.358 4.423 -2.868 0.0 0.0 -0.1
C -3.416 1.876 -3.706 -0.1 0.0 -0.1
Cl -4.277 2.444 -5.048 0.0 0.0 0.1
C -3.117 0.515 -3.584 0.0 0.0 0.0
Cl -3.613 -0.552 -4.823 0.0 0.1 -0.1
```
Positions in Å, forces in eV/Å.